C27H41F8N3O7S | ωB97M-V with the def2-TZVPD basis set

Structure (XYZ):
```
87
Properties=species:S:1:pos:R:3:forces:R:3
N 7.88771 -0.33692 0.49826 -1.426 0.500 0.967
C 6.54896 0.21196 0.45146 -1.803 -0.769 -0.606
C 5.49061 -0.60471 -0.16562 -0.019 2.448 1.219
C 4.05348 -0.11368 -0.21262 2.220 1.790 1.322
C 2.97584 -1.03070 -0.86700 0.402 0.032 -0.309
C 1.91788 -0.27952 -1.75858 0.898 -0.138 -0.865
O 1.08184 0.65566 -1.05909 -0.077 -1.164 0.501
C 0.37303 0.05446 0.00467 -1.204 1.031 0.764
C -0.52280 1.21054 0.63775 0.669 0.476 -1.519
F 0.29025 2.32065 0.85204 -1.188 -1.463 0.243
F -1.48572 1.63272 -0.28891 1.077 -0.795 1.477
C -1.25133 0.78750 1.97069 -1.052 1.610 0.219
F -1.89068 1.93759 2.48714 0.986 -2.135 -1.077
F -2.23895 -0.16812 1.66586 1.730 1.400 0.647
C -0.30834 0.25155 3.12038 0.042 -0.502 2.269
F 0.93399 0.84471 3.16162 -1.720 -0.387 -0.626
F -0.92544 0.54401 4.34265 0.753 -0.235 -1.805
C -0.09995 -1.33151 3.09844 0.618 -0.716 -0.483
F 1.22611 -1.62826 3.42831 -1.790 0.460 -0.128
F -0.94016 -1.95469 3.99430 1.067 0.882 -1.114
C 3.80237 1.20026 0.37054 1.074 -1.468 -0.444
C 4.88160 2.06174 0.97039 -0.374 -1.249 -0.710
N 4.49879 3.30980 1.45159 3.142 -0.206 0.453
C 5.54651 4.01713 1.95698 -0.959 -1.263 -0.752
S 5.19430 5.70372 2.57823 0.057 -0.779 -0.363
C 6.93843 3.47763 2.02388 0.255 0.229 0.141
N 7.35626 2.26585 1.57489 -3.612 2.142 0.207
C 6.27400 1.58625 1.02528 -0.465 -2.202 -1.073
H 8.40837 0.08401 1.27974 -0.235 -0.046 -0.637
H 7.80682 -1.33815 0.69787 0.175 0.440 -0.294
H 5.78756 -1.60591 -0.58222 -0.468 1.157 0.445
H 3.53420 -1.73196 -1.56157 -0.712 0.730 0.725
H 2.48497 -1.69531 -0.10204 0.448 0.678 -0.620
H 1.29529 -1.00392 -2.37380 0.545 0.580 0.962
H 2.49502 0.32882 -2.51917 -0.725 -0.493 0.955
H 1.03073 -0.30577 0.84800 -0.354 0.209 -0.945
H -0.35672 -0.74597 -0.31682 0.848 0.536 0.147
H -0.25629 -1.75352 2.06413 -0.081 0.327 1.166
H 2.75973 1.59550 0.37685 1.153 -0.175 0.004
H 3.87478 5.88729 2.20247 1.028 -0.724 0.064
H 7.72021 4.13870 2.49326 -0.907 -0.780 -0.564
C -8.36859 5.67878 2.00136 0.210 -0.165 -0.027
O -7.24538 4.95141 2.45376 -0.260 -0.010 0.182
C -6.55171 5.61894 3.50031 0.136 -0.378 -0.270
C -5.82713 4.61768 4.38693 -0.024 0.186 0.133
O -6.68680 3.93248 5.29401 -0.039 -0.052 -0.234
C -7.54200 2.93961 4.72858 0.106 -0.072 0.296
C -6.80450 1.68609 4.28745 -0.204 0.181 -0.523
O -6.16614 1.90060 3.03487 0.271 0.094 0.185
C -5.06887 1.03293 2.83403 -0.224 0.146 -0.101
H -8.05851 6.63055 1.55747 -0.127 0.090 0.029
H -8.87582 5.08164 1.24316 0.115 0.003 0.009
H -9.06966 5.85567 2.82442 -0.013 0.140 -0.012
H -7.24690 6.20488 4.11259 0.007 -0.012 0.019
H -5.82293 6.29407 3.03722 0.078 0.154 0.174
H -5.12843 5.17638 5.01632 -0.121 0.008 0.044
H -5.22983 3.91696 3.80148 -0.166 0.022 -0.180
H -8.15281 3.35562 3.92642 0.160 -0.102 -0.171
H -8.22489 2.65859 5.53553 0.115 0.013 0.033
H -7.52279 0.86671 4.15417 -0.038 -0.058 0.244
H -6.07185 1.40323 5.05086 -0.001 0.024 0.047
H -4.32149 1.15698 3.62548 -0.013 -0.113 0.045
H -4.60207 1.29199 1.88368 -0.124 0.009 0.027
H -5.40947 -0.00672 2.79424 0.136 -0.114 0.051
C -0.59307 -4.24906 -3.30306 0.273 0.042 -0.037
O 0.70892 -4.54008 -3.76748 -0.220 -0.016 -0.166
C 1.01689 -5.92679 -3.69145 0.293 0.354 -0.079
C 2.05103 -6.30318 -4.74141 -0.111 -0.212 0.030
O 1.51342 -6.41844 -6.05526 0.003 0.235 0.104
C 1.17117 -5.19630 -6.70900 0.117 -0.220 -0.204
C 2.37936 -4.38191 -7.14166 -0.254 0.373 0.369
O 2.92662 -3.67643 -6.03324 0.199 -0.232 0.054
C 4.29213 -3.36084 -6.21706 -0.247 -0.002 0.114
H -0.68314 -4.48949 -2.23819 -0.171 -0.044 0.014
H -0.77266 -3.18259 -3.44409 0.090 -0.039 0.018
H -1.34101 -4.80182 -3.88128 -0.072 -0.053 0.118
H 0.11535 -6.53176 -3.84050 0.012 -0.006 -0.019
H 1.42064 -6.12289 -2.69143 -0.004 -0.241 0.036
H 2.42761 -7.29989 -4.49408 -0.117 -0.005 -0.052
H 2.90982 -5.63021 -4.72267 -0.151 0.181 0.075
H 0.47862 -4.60744 -6.10646 0.191 0.144 0.071
H 0.63127 -5.49741 -7.61115 0.099 -0.063 0.028
H 2.07042 -3.63629 -7.88527 -0.018 -0.155 -0.194
H 3.12940 -5.04505 -7.58550 -0.012 -0.047 -0.008
H 4.87961 -4.27284 -6.37088 0.062 0.045 -0.123
H 4.65132 -2.87384 -5.30985 -0.099 0.024 -0.051
H 4.42160 -2.67996 -7.06358 0.139 -0.026 -0.063
```
Forces are in eV/Å.

Values from the calculation:
SMILES string: Nc1cc(CCOCC(F)(F)C(F)(F)C(F)(F)C(F)F)cc2nc(S)cnc12.COCCOCCOC.COCCOCCOC
Total energy in eV: -80035.7613
LUMO level in eV: -0.55
E_HOMO in eV: -8.091
Gap between HOMO and LUMO in eV: 7.54



C27H41Ru | ωB97M-V with the def2-TZVPD basis set

Structure (XYZ):
```
69
Properties=species:S:1:pos:R:3:forces:R:3
Ru -0.26779 -0.11668 -0.13004 2.134 -0.520 0.972
C -0.93080 0.96163 -1.89050 -0.077 -0.202 0.245
C 0.52609 0.99780 -1.85632 -0.350 0.022 -0.087
C 0.97099 -0.36280 -1.91613 -0.506 0.109 -0.538
C -0.22368 -1.19294 -1.92327 -0.101 0.174 -0.063
C -1.40474 -0.38575 -1.94497 -0.026 0.281 0.037
C -2.84460 -0.82906 -2.06770 0.041 -0.033 -0.071
C -2.96666 -2.32689 -1.78806 0.019 0.027 0.050
C -3.73227 -0.04902 -1.09489 -0.016 -0.017 0.001
C -3.28405 -0.53511 -3.51064 -0.009 -0.036 -0.010
C 2.34664 -1.02233 -1.84392 0.015 -0.107 0.080
C 3.31362 -0.41481 -2.86400 0.047 0.012 0.063
C 2.21967 -2.51450 -2.19798 -0.002 0.019 0.047
C 2.90390 -0.94153 -0.40759 -0.036 0.021 -0.034
C 1.23458 2.35141 -1.74366 -0.040 0.041 -0.092
C 0.25631 3.40931 -1.20046 -0.003 -0.033 0.037
C 1.64618 2.79828 -3.15374 0.045 0.003 -0.014
C 2.44516 2.34783 -0.80584 0.000 -0.020 0.047
H -1.56955 1.82822 -1.87019 0.023 -0.004 0.005
H -0.22650 -2.26934 -1.93288 0.028 0.004 0.004
H -2.64548 -2.56733 -0.77179 0.014 0.002 0.002
H -2.37887 -2.91933 -2.49064 0.001 -0.005 -0.018
H -4.00625 -2.63612 -1.89081 -0.018 0.006 0.003
H -3.40200 -0.19132 -0.06428 -0.006 -0.016 -0.014
H -4.76072 -0.40085 -1.17813 -0.020 0.012 -0.023
H -3.73367 1.01984 -1.31376 0.020 0.022 0.004
H -2.64929 -1.05203 -4.23168 0.011 -0.007 -0.010
H -3.24748 0.53403 -3.72369 0.014 0.014 -0.008
H -4.30930 -0.87388 -3.66074 -0.015 -0.002 0.004
H 2.92004 -0.51171 -3.87657 -0.022 -0.002 -0.008
H 4.26091 -0.95376 -2.82240 0.013 -0.003 0.000
H 3.52587 0.63292 -2.67847 -0.011 -0.006 -0.017
H 1.75030 -2.66219 -3.17128 -0.014 0.005 -0.008
H 1.65937 -3.07122 -1.44521 -0.001 -0.013 0.004
H 3.21729 -2.95017 -2.24078 0.011 0.008 0.001
H 3.42492 -0.01232 -0.20267 -0.040 0.057 0.018
H 3.60165 -1.76097 -0.23462 0.015 -0.008 0.032
H 2.09893 -1.05613 0.34205 -0.001 -0.038 -0.011
H -0.55300 3.62224 -1.89760 -0.008 0.002 -0.015
H 0.79506 4.34317 -1.04640 0.015 0.002 -0.008
H -0.17968 3.11686 -0.24149 0.009 0.010 -0.022
H 0.77485 2.86274 -3.80644 -0.019 -0.006 -0.018
H 2.36159 2.11834 -3.61156 0.002 -0.015 -0.005
H 2.10180 3.78808 -3.10533 0.014 0.015 0.003
H 2.20918 1.88800 0.15785 -0.019 0.039 -0.018
H 2.74357 3.37754 -0.60905 0.018 0.006 -0.021
H 3.30991 1.84339 -1.22547 -0.005 -0.030 0.012
C -2.12343 0.90068 2.87916 -0.003 0.043 -0.033
C -0.74784 0.20637 2.80490 0.020 -0.039 0.153
C 0.32498 1.27589 2.50911 -0.044 -0.011 -0.106
C -0.78728 -0.70702 1.62363 -1.734 0.239 -0.733
C -0.38966 -0.55030 4.07950 0.077 0.041 0.008
C -1.13216 -0.45434 5.24912 -0.022 0.028 -0.025
C -0.74987 -1.15345 6.38648 0.011 -0.025 0.049
C 0.37649 -1.95763 6.37056 0.001 -0.010 0.010
C 1.12651 -2.06306 5.20692 0.018 -0.016 0.010
C 0.74503 -1.36315 4.07667 -0.047 0.049 -0.033
H -2.34757 1.39080 1.93048 0.028 -0.021 0.029
H -2.10928 1.66127 3.66076 0.003 -0.023 0.027
H -2.92218 0.19273 3.09775 0.000 -0.017 -0.011
H 0.10332 1.79089 1.55933 -0.020 0.017 -0.024
H 1.32436 0.84325 2.45206 0.021 -0.011 0.036
H 0.33101 2.03629 3.29041 0.010 0.025 -0.018
H -0.98709 -1.76814 1.81148 0.522 -0.036 0.121
H -2.01763 0.16411 5.29296 -0.006 0.001 -0.006
H -1.34009 -1.06647 7.28877 -0.006 0.000 0.007
H 0.67022 -2.50136 7.25780 0.004 -0.005 0.010
H 2.00846 -2.68884 5.18283 0.010 -0.008 0.001
H 1.34167 -1.45007 3.17307 0.014 -0.010 -0.009
```
Forces are in eV/Å.

Values from the calculation:
Total energy in eV: -31237.8001
LUMO level (alpha / beta) in eV: -4.83 / -5.11
E_HOMO (alpha / beta) in eV: -11.348 / -11.502
Net charge: +1
Gap between HOMO and LUMO (alpha / beta) in eV: 6.51 / 6.39



C27H42Cl3CoN4O3SSi | ωB97M-V with the def2-TZVPD basis set

Structure (XYZ):
```
82
Properties=species:S:1:pos:R:3:forces:R:3
C -1.78739 -2.19606 -3.46606 0.117 0.354 -0.419
C -0.96229 -2.90381 -2.44081 0.589 -0.704 0.676
H -2.58512 -2.84751 -3.85291 0.247 0.078 -0.009
H -1.18155 -1.85000 -4.32022 -0.195 -0.035 0.110
H -2.26543 -1.32104 -3.00384 0.158 -0.151 -0.211
C -0.35788 -4.08486 -2.63551 -0.561 0.379 0.178
C -0.09199 -4.63364 -3.99286 -0.168 -0.429 -0.332
H -0.04330 -4.69447 -1.78437 0.369 0.551 -0.123
H 0.37292 -3.87378 -4.63928 -0.140 -0.178 0.083
H -1.00644 -4.98365 -4.48764 0.097 -0.046 -0.140
H 0.59785 -5.47824 -3.91042 -0.070 -0.014 -0.220
Co -0.96511 2.44768 -0.81273 -0.605 -1.249 2.075
Cl -2.66011 0.97776 -0.61536 -0.830 0.288 -0.428
Cl 1.21632 2.99828 -0.31979 0.936 0.571 -0.787
H 1.25731 2.94400 3.35415 -0.467 0.258 -0.143
H -0.98207 4.61804 4.76439 -0.021 0.134 -0.291
C 0.95168 3.76010 2.67962 0.724 -0.075 -0.388
C -0.83290 5.09330 3.77944 -0.317 -0.288 0.292
N -0.45178 4.11971 2.77116 -0.985 -0.189 0.129
H 1.20118 3.47665 1.63327 -0.263 0.173 1.181
C -1.43577 3.52536 2.06581 1.360 -0.441 -0.790
O -1.22010 2.70519 1.15152 -0.637 1.360 1.840
H -1.76876 5.55830 3.43814 0.319 0.100 0.424
H -2.46325 3.83248 2.33782 0.308 -0.038 -0.073
H 1.53951 4.64651 2.94740 -0.119 -0.082 -0.094
H -0.03492 5.83356 3.88971 -0.263 0.008 -0.191
H 2.50296 -1.58673 -2.82750 -0.045 0.127 0.232
H 2.53932 -4.06691 -2.37706 -0.004 0.024 0.110
C 3.34944 -1.44252 -2.15355 -0.385 0.086 -0.044
C 3.46399 -3.87141 -1.82836 0.048 0.274 0.213
N 3.40026 -2.55422 -1.22029 1.190 0.031 0.670
H 3.21756 -0.51365 -1.59827 -0.060 -0.128 -0.127
C 3.91404 -2.35608 0.03613 -0.538 0.492 -0.421
O 3.95882 -1.27250 0.62024 0.314 -1.084 -0.530
H 3.58848 -4.62402 -1.04496 -0.040 0.018 -0.153
H 4.29015 -3.30393 0.49430 -0.346 0.384 -0.014
H 4.27446 -1.39704 -2.74808 0.036 -0.041 0.159
H 4.30864 -3.92491 -2.52618 -0.024 -0.111 -0.009
O 0.57352 -1.50229 -1.35158 0.558 0.305 -0.396
C -0.63860 -2.10376 -1.18723 -0.451 -0.090 1.194
C 0.43454 -3.62822 0.59062 -0.249 -0.002 0.160
C -0.66048 -2.88878 0.14416 -0.464 0.001 -0.649
H 1.32701 -3.66140 -0.04976 -0.389 0.055 0.471
C 0.36224 -4.27171 1.83347 0.036 0.131 -0.444
H -1.42177 -1.33276 -1.07719 -0.198 -0.211 0.071
C -1.80588 -2.77617 0.93218 0.207 -0.479 -0.018
H 1.23147 -4.81861 2.18678 -0.118 -0.054 0.093
C -0.80451 -4.20991 2.59542 -0.295 0.197 -0.056
C -1.89703 -3.45798 2.14232 0.097 -0.049 -0.172
H -2.59743 -2.12724 0.55481 0.066 -0.214 0.290
H -0.87737 -4.73353 3.54795 0.111 0.105 -0.153
H -2.81830 -3.38181 2.72316 0.321 -0.061 0.014
Si -0.01697 3.05928 -3.12212 -0.055 -1.019 0.591
Cl -0.00583 0.98659 -2.22799 0.742 0.764 -2.496
C 1.68101 3.71348 -3.49848 0.087 0.300 -0.036
C -1.10158 4.32482 -2.11221 0.236 0.159 -0.099
C -1.05957 2.85234 -4.64085 -0.082 -0.041 -0.317
H 2.21191 4.08338 -2.60851 -0.320 -0.262 -0.326
H 1.52644 4.55563 -4.19550 0.169 -0.234 0.061
H 2.29592 2.94721 -3.99169 -0.200 0.204 0.097
H -0.50482 2.38092 -5.45787 -0.130 0.014 0.057
H -1.38153 3.85311 -4.95810 0.058 -0.177 -0.130
H -1.95825 2.25788 -4.43132 0.230 0.092 0.011
H -2.03414 3.92636 -1.65675 0.003 0.340 -0.250
H -1.46201 5.00389 -2.89888 0.026 -0.236 0.162
H -0.54931 4.90468 -1.36648 -0.083 -0.071 -0.212
N 1.11871 -0.40580 0.88855 0.263 -0.155 -0.339
C 0.36132 -0.18935 1.93383 -0.745 -0.145 0.259
N -0.96138 -0.26301 2.04026 0.871 0.216 -0.560
C -1.39691 0.24571 3.22179 0.786 0.664 0.463
C -2.72621 0.55484 3.56939 0.212 -0.169 -0.340
C -2.99099 1.23633 4.75056 0.265 0.168 0.299
C -1.95789 1.59770 5.62828 0.207 0.072 0.210
C -0.62837 1.27990 5.32703 0.094 -0.205 -0.451
C -0.35157 0.63778 4.12524 -0.789 0.098 0.378
S 1.20203 0.30711 3.42294 -0.249 -0.051 0.389
H 2.13197 -0.43135 1.03722 -0.597 0.080 -0.177
H 0.76937 -0.79100 -0.10247 0.245 -0.281 0.038
H -3.51195 0.30659 2.85542 0.159 0.060 0.195
H -4.00973 1.52795 5.00658 0.158 -0.152 -0.124
H -2.16380 2.14862 6.54862 -0.096 -0.212 -0.243
H 0.21803 1.52662 5.97129 -0.417 0.136 0.051
```
Forces are in eV/Å.

Values from the calculation:
Multiplicity: 4
⟨S²⟩: 3.76
Energy above the lowest of the compared OMol25 structures with the same formula, charge and spin in kJ/mol: 403.3
Total energy in eV: -134694.3414
LUMO level (alpha / beta) in eV: 2.34 / 2.32
E_HOMO (alpha / beta) in eV: -4.087 / -4.086
Net charge: -1
Gap between HOMO and LUMO (alpha / beta) in eV: 6.43 / 6.41